1.
Computed, not measured: one molecule with the formula C20H29N3O3S in a non-equilibrium geometry, with ωB97M-V/def2-TZVPD.

Computed properties:
Largest force on an atom (Eh/bohr): 0.0285
Highest occupied orbital energy (eV): -8.75
SMILES: Cc1ccccc1CSc1nnc(CCCCCNC(=O)OC(C)(C)C)o1
Relative energy (zero: lowest compared OMol25 entry of this formula, charge and spin) (kJ/mol): 31.7
Spin multiplicity: 1
E (eV): -42659.68536
Orbital gap (eV): 9.29

The geometry in XYZ format:
```
56
Properties=species:S:1:pos:R:3:forces:R:3
C -3.622 -1.598 -1.158 0.05 -0.02 -0.06
C -4.325 -0.478 -0.455 -0.01 0.02 0.08
C -5.430 0.122 -1.049 -0.06 0.06 -0.01
C -6.108 1.161 -0.439 -0.03 0.01 -0.05
C -5.690 1.622 0.797 -0.02 0.06 0.09
C -4.596 1.035 1.403 -0.05 -0.06 -0.04
C -3.908 -0.007 0.792 -0.18 0.09 -0.10
C -2.730 -0.591 1.510 0.38 0.27 -0.08
S -1.455 0.681 1.865 -0.07 -0.02 0.56
C -0.721 0.792 0.315 -0.21 -0.44 -0.60
N -0.884 0.036 -0.724 -0.65 -0.04 1.31
N -0.042 0.507 -1.671 0.88 0.69 -0.94
C 0.589 1.516 -1.174 -0.23 -0.28 -0.54
C 1.600 2.356 -1.852 0.22 -0.01 0.25
C 3.053 2.047 -1.435 0.06 0.24 0.01
C 3.627 3.006 -0.390 -0.14 -0.14 0.06
C 3.055 2.892 1.025 0.25 -0.05 -0.05
C 3.416 1.584 1.747 0.03 0.18 -0.01
N 2.438 0.540 1.563 -0.20 0.02 0.18
C 2.672 -0.575 0.832 -0.19 0.13 0.29
O 3.732 -0.824 0.306 0.33 -0.17 -0.23
O 1.557 -1.325 0.785 -0.10 0.06 0.06
C 1.556 -2.579 0.055 0.07 -0.56 -0.32
C 0.119 -3.083 0.191 0.33 0.29 0.02
C 1.891 -2.347 -1.418 0.02 0.16 0.24
C 2.538 -3.556 0.700 -0.07 0.33 -0.01
O 0.191 1.764 0.103 -0.18 0.06 0.08
H -4.123 -1.828 -2.095 -0.05 -0.07 -0.05
H -2.594 -1.311 -1.376 0.00 -0.12 0.00
H -3.610 -2.499 -0.546 0.03 -0.13 -0.01
H -5.761 -0.233 -2.014 -0.02 -0.05 -0.09
H -6.960 1.610 -0.927 -0.07 0.03 -0.04
H -6.211 2.432 1.286 -0.05 0.07 0.04
H -4.256 1.393 2.365 0.00 0.06 0.09
H -3.014 -0.956 2.498 0.11 -0.04 -0.03
H -2.231 -1.374 0.950 -0.06 -0.13 0.07
H 1.376 3.406 -1.651 -0.03 0.05 -0.12
H 1.478 2.168 -2.919 -0.09 0.05 0.08
H 3.675 2.131 -2.327 0.00 -0.07 -0.01
H 3.137 1.019 -1.087 0.06 -0.09 -0.10
H 4.704 2.833 -0.336 0.06 0.09 0.01
H 3.478 4.031 -0.740 0.08 0.02 -0.05
H 1.971 3.001 1.006 -0.01 0.11 0.11
H 3.456 3.722 1.610 -0.05 0.03 0.03
H 3.514 1.776 2.821 0.08 -0.03 -0.10
H 4.365 1.191 1.373 -0.03 0.06 0.14
H 1.528 0.655 1.979 0.05 -0.14 -0.06
H -0.552 -2.383 -0.301 -0.11 0.02 -0.04
H -0.151 -3.161 1.241 -0.04 -0.05 0.13
H 0.022 -4.058 -0.276 0.01 -0.13 -0.05
H 1.760 -3.274 -1.968 -0.05 -0.14 -0.06
H 1.228 -1.591 -1.837 -0.05 -0.01 -0.06
H 2.919 -2.015 -1.525 0.02 -0.03 -0.06
H 3.551 -3.172 0.621 0.05 -0.05 0.00
H 2.483 -4.516 0.195 -0.04 -0.12 -0.05
H 2.294 -3.693 1.752 -0.04 -0.06 0.10
```
Positions in Å, forces in eV/Å.

Atomic partial charges in e from the natural (NBO) method, atoms 1 to 8:
1 C -0.66
2 C 0.02
3 C -0.21
4 C -0.20
5 C -0.22
6 C -0.19
7 C -0.07
8 C -0.51

=====

2.
Computed, not measured: one molecule with the formula C2H4N2O2, with ωB97M-V/def2-TZVPD.

Computed properties:
Largest force on an atom (Eh/bohr): 0.0136
Highest occupied orbital energy (eV): -10.32
SMILES: [H]/N=C/OC(N)=O
Relative energy (zero: lowest compared OMol25 entry of this formula, charge and spin) (kJ/mol): 123.7
Spin multiplicity: 1
E (eV): -9213.94047
Orbital gap (eV): 11.22

The geometry in XYZ format:
```
10
Properties=species:S:1:pos:R:3:forces:R:3
H 1.466 -1.861 -0.212 0.28 -0.25 -0.44
N 0.887 -1.049 -0.101 0.32 -0.19 -0.27
C 1.004 -0.131 -0.958 0.06 -0.50 0.33
O 0.283 0.983 -0.730 -0.08 -0.15 0.41
C -0.284 0.825 0.593 -0.18 0.59 0.25
N -1.554 0.342 0.510 -0.02 0.05 0.10
O 0.293 1.208 1.566 -0.37 0.12 -0.58
H 1.604 -0.101 -1.872 -0.16 0.11 0.23
H -1.968 0.136 1.407 0.09 -0.01 -0.05
H -1.732 -0.352 -0.202 0.05 0.25 0.01
```
Positions in Å, forces in eV/Å.

Atomic partial charges in e from the natural (NBO) method, atoms 1 to 8:
1 H 0.37
2 N -0.73
3 C 0.41
4 O -0.53
5 C 0.91
6 N -0.83
7 O -0.57
8 H 0.17

=====

3.
Computed, not measured: one molecule with the formula C6H12N2O in a non-equilibrium geometry, with ωB97M-V/def2-TZVPD.

Computed properties:
Largest force on an atom (Eh/bohr): 0.0439
Highest occupied orbital energy (eV): -9.02
SMILES: CN(C)C[C@H]1CN1C=O
Relative energy (zero: lowest compared OMol25 entry of this formula, charge and spin) (kJ/mol): 252.4
Spin multiplicity: 1
E (eV): -11442.05477
Orbital gap (eV): 9.94

The geometry in XYZ format:
```
21
Properties=species:S:1:pos:R:3:forces:R:3
C 1.665 -1.913 -0.644 0.64 0.01 -0.96
N 0.739 -0.759 -0.570 0.65 -1.71 -1.33
C -0.377 -1.155 -1.435 -0.06 0.21 -0.38
C 0.282 -0.581 0.789 1.48 -0.41 -1.36
C -0.119 0.771 1.129 -0.80 1.31 1.56
C 0.399 1.956 0.343 -0.27 -0.55 -0.24
N -1.012 1.535 0.301 0.82 0.46 -0.18
C -2.078 2.293 0.695 -0.78 -0.85 0.24
O -3.033 1.809 1.272 0.53 0.84 -0.18
H 1.232 -2.818 -0.152 0.19 0.40 -0.31
H 1.830 -2.146 -1.759 -0.09 0.26 1.76
H 2.654 -1.703 -0.175 -0.71 -0.01 -0.30
H -0.058 -1.283 -2.509 -0.36 0.59 1.08
H -0.799 -2.132 -1.139 0.06 0.04 0.13
H -1.142 -0.404 -1.266 -0.29 0.00 -0.68
H 1.149 -0.805 1.393 0.02 -0.26 0.65
H -0.521 -1.240 0.963 -1.06 -1.22 0.77
H -0.369 0.738 2.228 0.43 1.01 -1.01
H 0.831 1.606 -0.620 0.38 0.79 1.02
H 0.729 2.898 0.837 -0.50 -0.82 -0.48
H -2.002 3.332 0.317 -0.27 -0.09 0.22
```
Positions in Å, forces in eV/Å.

Atomic partial charges in e from the natural (NBO) method, atoms 1 to 8:
1 C -0.42
2 N -0.44
3 C -0.43
4 C -0.25
5 C -0.06
6 C -0.26
7 N -0.45
8 C 0.54

=====

4.
Computed, not measured: a 2-piece molecular cluster, C9H14 overall in a non-equilibrium geometry, with ωB97M-V/def2-TZVPD.

Computed properties:
Total charge: +1
Largest force on an atom (Eh/bohr): 0.0832
⟨S²⟩: 0.77
Highest occupied orbital energy (alpha / beta) (eV): -13.91 / -13.91
Relative energy (zero: lowest compared OMol25 entry of this formula, charge and spin) (kJ/mol): 191.5
Spin multiplicity: 2
E (eV): -9549.45676
Orbital gap (alpha / beta) (eV): 9.65 / 5.42

The geometry in XYZ format:
```
23
Properties=species:S:1:pos:R:3:forces:R:3
C -0.262 0.547 2.843 -2.35 -0.25 -0.92
C -0.348 -1.411 1.137 1.04 -2.68 -2.93
C -0.942 -0.255 1.647 1.07 1.25 1.50
C -1.012 -2.102 0.054 2.82 0.59 3.16
C -2.285 0.102 1.107 1.07 1.35 -0.84
C -2.222 -1.754 -0.437 -3.25 0.58 -1.03
C -2.850 -0.592 0.080 -2.58 0.22 0.23
H 0.725 -1.817 1.358 -2.31 1.07 0.17
H -0.600 -3.001 -0.285 0.96 -1.08 -0.57
H -0.991 0.099 3.629 1.37 0.77 -0.41
H -0.616 1.609 2.719 0.54 -0.93 0.36
H -2.660 1.131 1.220 -0.02 -0.68 0.92
H -2.807 -2.351 -1.198 1.14 0.60 0.88
H -3.945 -0.331 -0.250 2.51 -0.26 0.39
H 0.851 0.505 3.143 -1.99 -0.53 -0.94
C 3.189 0.845 -2.204 -0.66 -0.65 -0.35
C 1.751 1.550 -2.083 2.08 0.48 2.38
H 4.014 1.582 -2.415 -1.00 -0.78 -0.08
H 3.445 0.382 -1.227 -0.22 0.35 -0.44
H 3.200 -0.043 -2.927 0.06 1.54 0.65
H 0.917 0.825 -1.946 0.64 0.55 -0.09
H 1.533 2.279 -2.857 -0.01 -0.28 -0.30
H 1.916 2.200 -1.108 -0.93 -1.23 -1.74
```
Positions in Å, forces in eV/Å.

Atomic partial charges in e from the natural (NBO) method, atoms 1 to 8:
1 C -0.67
2 C -0.19
3 C 0.25
4 C -0.16
5 C -0.17
6 C 0.00
7 C -0.21
8 H 0.28

=====

5.
Computed, not measured: one molecule with the formula C6H15P in a non-equilibrium geometry, with ωB97M-V/def2-TZVPD.

Computed properties:
Largest force on an atom (Eh/bohr): 0.0803
Highest occupied orbital energy (eV): -7.18
SMILES: C=P(C)(C)CCC
Relative energy (zero: lowest compared OMol25 entry of this formula, charge and spin) (kJ/mol): 299.9
Spin multiplicity: 1
E (eV): -15750.03956
Orbital gap (eV): 7.97

The geometry in XYZ format:
```
22
Properties=species:S:1:pos:R:3:forces:R:3
C -2.750 0.411 -1.087 1.80 -0.93 1.37
P -1.312 -0.081 -0.250 2.68 1.81 -2.33
C -0.783 1.387 0.642 -2.28 1.09 -1.57
C -1.588 -1.097 1.142 -0.34 -2.74 3.07
C 0.700 -0.696 -1.098 -1.59 0.60 2.29
C 1.892 -0.693 -0.030 -2.34 0.45 -1.25
C 2.845 0.534 -0.283 -0.01 0.70 3.12
H -3.332 -0.445 -0.875 -1.51 -0.93 -0.50
H -2.628 0.686 -2.107 -0.11 0.23 -0.77
H -0.632 2.262 0.005 0.25 -0.25 -0.02
H -1.676 1.612 1.232 0.02 0.10 0.03
H -0.028 1.191 1.288 2.72 -0.31 1.86
H -1.248 -0.556 2.086 -0.48 -0.66 -1.24
H -2.676 -1.296 1.268 0.60 0.30 -0.12
H -1.113 -2.151 1.229 -0.53 1.82 -0.69
H 1.028 0.187 -1.630 -1.03 -0.39 -1.49
H 0.445 -1.683 -1.549 0.58 1.15 -0.18
H 1.347 -0.611 0.938 1.16 -0.19 -0.21
H 2.316 -1.688 -0.166 0.64 0.28 0.49
H 2.935 1.034 -1.257 0.19 -1.25 -0.25
H 2.414 1.473 0.296 0.91 -1.99 -0.55
H 3.844 0.217 0.207 -1.33 1.12 -1.08
```
Positions in Å, forces in eV/Å.

Atomic partial charges in e from the natural (NBO) method, atoms 1 to 8:
1 C -1.12
2 P 1.42
3 C -0.98
4 C -1.04
5 C -0.59
6 C -0.43
7 C -0.64
8 H 0.20

=====

6.
Computed, not measured: C6H7AgLiO6 as an isolated structure in a non-equilibrium geometry, with ωB97M-V/def2-TZVPD.

Computed properties:
Largest force on an atom (Eh/bohr): 0.0198
⟨S²⟩: 0.75
Highest occupied orbital energy (alpha / beta) (eV): -6.57 / -9.66
Relative energy (zero: lowest compared OMol25 entry of this formula, charge and spin) (kJ/mol): 0.0
Spin multiplicity: 2
E (eV): -22825.62949
Orbital gap (alpha / beta) (eV): 5.99 / 9.08

The geometry in XYZ format:
```
21
Properties=species:S:1:pos:R:3:forces:R:3
Ag -2.175 -1.499 2.091 -0.07 0.04 -0.16
O 0.168 -1.712 1.200 0.42 0.27 0.24
O 0.261 -2.073 -1.028 -0.11 -0.10 -0.19
C 1.549 -1.467 -1.112 0.12 -0.09 0.28
C 1.444 -0.013 -1.571 0.12 0.12 -0.34
O -1.584 -2.513 0.084 -0.04 0.06 0.15
C -0.412 -2.099 0.150 0.04 -0.07 -0.25
H 2.067 -1.541 -0.148 -0.11 0.06 -0.22
H 2.102 -2.043 -1.862 -0.16 0.12 0.16
H 0.857 0.052 -2.494 0.10 -0.02 0.25
H 2.462 0.349 -1.775 -0.22 -0.05 0.07
Li 0.433 0.017 1.952 -0.05 0.02 -0.27
O 1.411 1.004 0.594 -0.06 -0.16 -0.01
O -0.280 1.429 -0.802 -0.37 0.30 0.02
C -1.065 2.255 0.345 0.19 -0.28 0.21
C -1.872 1.381 1.197 -0.44 0.46 -0.79
O -1.351 0.630 2.133 0.23 -0.25 0.34
C 0.855 0.877 -0.500 -0.08 -0.01 0.52
H -0.266 2.784 0.878 -0.13 -0.21 -0.23
H -1.671 2.929 -0.267 0.23 -0.29 0.11
H -2.934 1.255 0.934 0.39 0.05 0.12
```
Positions in Å, forces in eV/Å.

Atomic partial charges in e from the natural (NBO) method, atoms 1 to 8:
1 Ag 0.90
2 O -0.90
3 O -0.52
4 C -0.06
5 C -0.53
6 O -0.77
7 C 0.98
8 H 0.21

=====

What did the fourth record say?
Computed, not measured: a 2-piece molecular cluster, C9H14 overall in a non-equilibrium geometry, with ωB97M-V/def2-TZVPD.

Computed properties:
Total charge: +1
Largest force on an atom (Eh/bohr): 0.0832
⟨S²⟩: 0.77
Highest occupied orbital energy (alpha / beta) (eV): -13.91 / -13.91
Relative energy (zero: lowest compared OMol25 entry of this formula, charge and spin) (kJ/mol): 191.5
Spin multiplicity: 2
E (eV): -9549.45676
Orbital gap (alpha / beta) (eV): 9.65 / 5.42

The geometry in XYZ format:
```
23
Properties=species:S:1:pos:R:3:forces:R:3
C -0.262 0.547 2.843 -2.35 -0.25 -0.92
C -0.348 -1.411 1.137 1.04 -2.68 -2.93
C -0.942 -0.255 1.647 1.07 1.25 1.50
C -1.012 -2.102 0.054 2.82 0.59 3.16
C -2.285 0.102 1.107 1.07 1.35 -0.84
C -2.222 -1.754 -0.437 -3.25 0.58 -1.03
C -2.850 -0.592 0.080 -2.58 0.22 0.23
H 0.725 -1.817 1.358 -2.31 1.07 0.17
H -0.600 -3.001 -0.285 0.96 -1.08 -0.57
H -0.991 0.099 3.629 1.37 0.77 -0.41
H -0.616 1.609 2.719 0.54 -0.93 0.36
H -2.660 1.131 1.220 -0.02 -0.68 0.92
H -2.807 -2.351 -1.198 1.14 0.60 0.88
H -3.945 -0.331 -0.250 2.51 -0.26 0.39
H 0.851 0.505 3.143 -1.99 -0.53 -0.94
C 3.189 0.845 -2.204 -0.66 -0.65 -0.35
C 1.751 1.550 -2.083 2.08 0.48 2.38
H 4.014 1.582 -2.415 -1.00 -0.78 -0.08
H 3.445 0.382 -1.227 -0.22 0.35 -0.44
H 3.200 -0.043 -2.927 0.06 1.54 0.65
H 0.917 0.825 -1.946 0.64 0.55 -0.09
H 1.533 2.279 -2.857 -0.01 -0.28 -0.30
H 1.916 2.200 -1.108 -0.93 -1.23 -1.74
```
Positions in Å, forces in eV/Å.

Atomic partial charges in e from the natural (NBO) method, atoms 1 to 8:
1 C -0.67
2 C -0.19
3 C 0.25
4 C -0.16
5 C -0.17
6 C 0.00
7 C -0.21
8 H 0.28

=====

What did the fourth record say?
Computed, not measured: a 2-piece molecular cluster, C9H14 overall in a non-equilibrium geometry, with ωB97M-V/def2-TZVPD.

Computed properties:
Total charge: +1
Largest force on an atom (Eh/bohr): 0.0832
⟨S²⟩: 0.77
Highest occupied orbital energy (alpha / beta) (eV): -13.91 / -13.91
Relative energy (zero: lowest compared OMol25 entry of this formula, charge and spin) (kJ/mol): 191.5
Spin multiplicity: 2
E (eV): -9549.45676
Orbital gap (alpha / beta) (eV): 9.65 / 5.42

The geometry in XYZ format:
```
23
Properties=species:S:1:pos:R:3:forces:R:3
C -0.262 0.547 2.843 -2.35 -0.25 -0.92
C -0.348 -1.411 1.137 1.04 -2.68 -2.93
C -0.942 -0.255 1.647 1.07 1.25 1.50
C -1.012 -2.102 0.054 2.82 0.59 3.16
C -2.285 0.102 1.107 1.07 1.35 -0.84
C -2.222 -1.754 -0.437 -3.25 0.58 -1.03
C -2.850 -0.592 0.080 -2.58 0.22 0.23
H 0.725 -1.817 1.358 -2.31 1.07 0.17
H -0.600 -3.001 -0.285 0.96 -1.08 -0.57
H -0.991 0.099 3.629 1.37 0.77 -0.41
H -0.616 1.609 2.719 0.54 -0.93 0.36
H -2.660 1.131 1.220 -0.02 -0.68 0.92
H -2.807 -2.351 -1.198 1.14 0.60 0.88
H -3.945 -0.331 -0.250 2.51 -0.26 0.39
H 0.851 0.505 3.143 -1.99 -0.53 -0.94
C 3.189 0.845 -2.204 -0.66 -0.65 -0.35
C 1.751 1.550 -2.083 2.08 0.48 2.38
H 4.014 1.582 -2.415 -1.00 -0.78 -0.08
H 3.445 0.382 -1.227 -0.22 0.35 -0.44
H 3.200 -0.043 -2.927 0.06 1.54 0.65
H 0.917 0.825 -1.946 0.64 0.55 -0.09
H 1.533 2.279 -2.857 -0.01 -0.28 -0.30
H 1.916 2.200 -1.108 -0.93 -1.23 -1.74
```
Positions in Å, forces in eV/Å.

Atomic partial charges in e from the natural (NBO) method, atoms 1 to 8:
1 C -0.67
2 C -0.19
3 C 0.25
4 C -0.16
5 C -0.17
6 C 0.00
7 C -0.21
8 H 0.28

=====

spin multiplicity of number 2 (C2H4N2O2)?
1

=====

Copy entry 6 word for word.
Computed, not measured: C6H7AgLiO6 as an isolated structure in a non-equilibrium geometry, with ωB97M-V/def2-TZVPD.

Computed properties:
Largest force on an atom (Eh/bohr): 0.0198
⟨S²⟩: 0.75
Highest occupied orbital energy (alpha / beta) (eV): -6.57 / -9.66
Relative energy (zero: lowest compared OMol25 entry of this formula, charge and spin) (kJ/mol): 0.0
Spin multiplicity: 2
E (eV): -22825.62949
Orbital gap (alpha / beta) (eV): 5.99 / 9.08

The geometry in XYZ format:
```
21
Properties=species:S:1:pos:R:3:forces:R:3
Ag -2.175 -1.499 2.091 -0.07 0.04 -0.16
O 0.168 -1.712 1.200 0.42 0.27 0.24
O 0.261 -2.073 -1.028 -0.11 -0.10 -0.19
C 1.549 -1.467 -1.112 0.12 -0.09 0.28
C 1.444 -0.013 -1.571 0.12 0.12 -0.34
O -1.584 -2.513 0.084 -0.04 0.06 0.15
C -0.412 -2.099 0.150 0.04 -0.07 -0.25
H 2.067 -1.541 -0.148 -0.11 0.06 -0.22
H 2.102 -2.043 -1.862 -0.16 0.12 0.16
H 0.857 0.052 -2.494 0.10 -0.02 0.25
H 2.462 0.349 -1.775 -0.22 -0.05 0.07
Li 0.433 0.017 1.952 -0.05 0.02 -0.27
O 1.411 1.004 0.594 -0.06 -0.16 -0.01
O -0.280 1.429 -0.802 -0.37 0.30 0.02
C -1.065 2.255 0.345 0.19 -0.28 0.21
C -1.872 1.381 1.197 -0.44 0.46 -0.79
O -1.351 0.630 2.133 0.23 -0.25 0.34
C 0.855 0.877 -0.500 -0.08 -0.01 0.52
H -0.266 2.784 0.878 -0.13 -0.21 -0.23
H -1.671 2.929 -0.267 0.23 -0.29 0.11
H -2.934 1.255 0.934 0.39 0.05 0.12
```
Positions in Å, forces in eV/Å.

Atomic partial charges in e from the natural (NBO) method, atoms 1 to 8:
1 Ag 0.90
2 O -0.90
3 O -0.52
4 C -0.06
5 C -0.53
6 O -0.77
7 C 0.98
8 H 0.21